Record 1
Entry from the Open Molecules 2025 dataset: a molecular structure, C18H39AsBr2Cl16IO (ωB97M-V with the def2-TZVPD basis set).

XYZ file:
```
78
Properties=species:S:1:pos:R:3:forces:R:3
C 3.6998 -1.3820 -0.5788 -0.25 0.53 -0.60
O 2.4875 -0.9121 -1.1462 0.35 -0.24 0.06
C 2.6332 0.2329 -1.9707 -0.57 0.32 0.66
C 1.6923 1.3582 -1.5069 -0.20 0.14 -0.46
C 0.8369 1.8652 -2.6845 0.18 -0.90 0.42
C -0.2932 0.8495 -2.9645 0.21 0.50 0.42
C -1.6161 1.3629 -2.4051 -0.12 -0.37 -0.07
C -2.7696 0.4198 -2.7459 0.35 0.14 -0.10
As -2.7919 -1.2376 -1.5864 0.44 1.68 -2.09
I -2.6745 -3.5543 -0.1627 0.07 -1.16 0.78
C -4.2611 -0.5643 -0.3017 0.16 0.20 0.76
Br -5.9497 -0.1469 -1.2371 0.29 -0.18 -0.17
C -3.9966 0.5922 0.6610 -0.77 0.24 -0.35
C -3.8689 1.9919 0.0689 0.29 0.21 0.49
Br -2.5361 0.2028 1.9212 -0.03 -0.04 -0.08
H 3.9555 -0.7777 0.2942 0.10 -0.16 0.23
H 4.5009 -1.2875 -1.3144 0.23 -0.10 0.00
H 3.5959 -2.4325 -0.3371 -0.14 -0.08 0.25
H 3.6534 0.6161 -1.9472 0.25 -0.19 -0.13
H 2.3666 -0.0459 -2.9879 0.11 -0.12 -0.23
H 1.0157 0.9554 -0.7598 -0.04 -0.12 0.25
H 2.2483 2.1682 -1.0357 0.10 0.06 0.01
H 0.4040 2.8302 -2.4375 0.04 0.27 -0.19
H 1.4876 1.9334 -3.5530 0.05 0.43 -0.21
H -0.0629 -0.0683 -2.4272 0.06 -0.32 -0.10
H -0.3591 0.5837 -4.0174 -0.18 0.13 -0.18
H -1.4786 1.4290 -1.3227 -0.07 0.15 0.15
H -1.8057 2.3768 -2.7625 -0.04 0.13 -0.13
H -2.5523 0.0663 -3.7493 -0.19 -0.24 -0.21
H -3.7212 0.9407 -2.8194 -0.18 -0.04 0.27
H -1.6466 -0.6242 -0.7173 -0.32 -0.27 0.38
H -1.6859 -1.8834 -2.5026 -0.09 -0.21 0.02
H -3.9147 -1.9180 -2.4220 -0.06 -0.01 0.31
H -4.5328 -1.4037 0.3226 -0.09 -0.32 -0.04
H -4.8533 0.6206 1.3171 -0.08 -0.10 0.31
H -4.4809 2.6769 0.6506 -0.14 0.10 0.10
H -2.8547 2.3628 0.1580 0.19 0.01 -0.31
H -4.2192 2.0462 -0.9528 0.10 -0.12 -0.22
C -2.9363 -2.0084 -6.3591 -0.04 -0.09 0.03
Cl -4.1808 -1.7146 -5.1443 -0.02 -0.11 -0.19
Cl -2.0270 -0.5392 -6.7588 0.02 0.02 -0.04
H -2.2460 -2.7458 -5.9682 0.03 0.09 0.07
H -3.4066 -2.3728 -7.2649 0.00 0.05 -0.02
C 7.6199 -2.1917 -0.4698 0.00 0.01 0.05
Cl 6.6421 -3.6594 -0.3839 0.04 -0.02 -0.08
Cl 7.5095 -1.4105 -2.0556 0.05 0.03 -0.01
H 7.2598 -1.4998 0.2837 0.03 -0.11 -0.19
H 8.6554 -2.4547 -0.2880 0.00 -0.04 -0.07
C 6.5297 -1.7728 3.6459 -0.07 -0.13 0.12
Cl 6.2805 -3.4547 3.1624 0.05 0.02 0.12
Cl 6.2407 -0.6570 2.3063 -0.08 0.21 0.18
H 5.8275 -1.5250 4.4374 0.14 -0.19 -0.30
H 7.5530 -1.6521 3.9818 0.02 -0.02 -0.06
C 3.5765 1.2948 5.4382 -0.06 0.10 -0.38
Cl 3.5057 1.7681 3.7411 0.03 0.04 0.02
Cl 4.9093 0.1682 5.7605 -0.09 0.20 0.31
H 3.7210 2.1795 6.0422 0.10 0.01 0.00
H 2.6490 0.8081 5.6974 -0.02 -0.10 -0.07
C 2.2438 5.4167 2.1103 0.02 0.03 0.03
Cl 2.9871 4.2978 0.9634 0.03 0.03 -0.01
Cl 0.9638 4.6447 3.0525 -0.03 0.04 0.03
H 3.0078 5.7730 2.7908 0.02 -0.07 0.03
H 1.8140 6.2429 1.5571 -0.05 -0.05 -0.04
C 1.5052 2.4428 8.5160 -0.07 0.02 0.07
Cl 2.4109 0.9310 8.3310 -0.09 0.04 0.30
Cl 1.1262 3.2001 6.9639 0.01 0.00 0.02
H 0.5759 2.2236 9.0272 -0.02 -0.06 -0.06
H 2.1045 3.1314 9.0991 0.06 -0.01 -0.05
C -4.6257 -5.5311 -5.2118 -0.25 0.07 0.19
Cl -3.0271 -5.5130 -5.9821 0.04 -0.07 -0.09
Cl -4.5509 -5.0992 -3.5091 0.08 -0.01 -0.01
H -5.2572 -4.8138 -5.7237 0.08 0.07 -0.02
H -5.0356 -6.5298 -5.3048 0.09 -0.04 -0.02
C -7.1354 0.1302 3.2339 0.04 -0.02 0.05
Cl -6.4993 -1.4798 2.8841 0.02 0.01 0.03
Cl -7.5269 1.0131 1.7545 -0.14 0.12 0.14
H -8.0353 0.0293 3.8288 -0.03 -0.03 -0.05
H -6.3810 0.6871 3.7777 0.06 -0.01 -0.06
```
Positions in Å, forces in eV/Å.

Values from the calculation:
Net charge: -1
M in g mol⁻¹: 1200.391
HOMO-LUMO gap in Eh: 0.21475
Highest occupied orbital energy in eV: -4.209

Record 2
Entry from the Open Molecules 2025 dataset: a molecular structure, C18H39Cl2N5O7Si3Ti (ωB97M-V with the def2-TZVPD basis set).

XYZ file:
```
75
Properties=species:S:1:pos:R:3:forces:R:3
Ti -0.7529 0.2828 -1.0537 0.47 -0.10 -0.07
C 0.5302 -2.8844 -2.9708 -0.05 0.12 0.00
O 0.9243 -2.5321 -1.6544 0.01 -0.08 -0.10
Si 2.0831 -1.4384 -1.2115 -0.17 -0.20 0.23
C 2.9639 -0.8535 -2.7499 0.13 0.16 -0.23
C 3.3548 -2.5574 -0.3713 0.16 -0.10 0.10
C 1.3783 -0.1488 -0.0760 -0.16 -0.11 -0.07
Si 1.0694 -0.8015 1.6095 0.09 0.04 0.06
C 0.2242 0.3890 2.8280 -0.10 0.13 0.10
C 0.0653 -2.4011 1.5473 -0.16 -0.15 -0.04
C 2.5998 -1.2307 2.6443 0.16 -0.09 0.11
Si 2.5200 1.2826 -0.0269 -0.01 0.09 0.05
C 2.4951 2.3951 -1.5347 -0.05 0.16 -0.20
C 4.3486 0.8217 0.1701 0.19 -0.07 0.02
C 2.3016 2.4434 1.4482 -0.01 0.11 0.18
H -0.5222 -3.1636 -2.9766 0.00 -0.03 0.02
H 1.1226 -3.7327 -3.3321 0.03 -0.01 0.02
H 0.6547 -2.0470 -3.6622 -0.01 0.00 0.01
H 3.2145 -1.7432 -3.3375 0.03 0.01 0.01
H 3.8976 -0.3402 -2.5088 0.02 -0.02 -0.04
H 2.3538 -0.1946 -3.3652 0.00 -0.05 0.00
H 3.8340 -3.1685 -1.1455 -0.04 -0.01 0.05
H 2.8595 -3.2356 0.3308 0.04 0.01 -0.05
H 4.1351 -2.0161 0.1697 -0.01 -0.03 -0.06
H -0.2567 1.2326 2.3371 0.02 -0.02 0.02
H 0.9729 0.7832 3.5211 -0.05 -0.02 0.03
H -0.5279 -0.1529 3.4160 0.04 0.04 -0.01
H -0.3880 -2.5598 0.5636 0.01 0.01 0.04
H -0.7234 -2.4207 2.3101 0.06 -0.04 0.01
H 0.7210 -3.2572 1.7326 -0.05 -0.01 0.00
H 3.2032 -0.3367 2.8313 -0.03 -0.04 0.03
H 3.2434 -1.9808 2.1845 -0.02 0.01 0.05
H 2.2647 -1.6127 3.6174 0.03 0.02 -0.03
H 2.5967 1.8418 -2.4692 0.04 0.03 0.04
H 3.3324 3.0969 -1.4500 -0.02 0.02 -0.05
H 1.5810 2.9889 -1.6364 0.04 -0.01 0.01
H 4.7198 0.1529 -0.6073 0.02 0.03 -0.01
H 4.5159 0.3263 1.1308 0.02 0.02 -0.02
H 4.9565 1.7340 0.1465 -0.02 -0.03 0.03
H 1.2623 2.7073 1.6398 0.06 0.02 -0.02
H 2.8637 3.3632 1.2449 0.00 -0.04 0.04
H 2.7095 1.9972 2.3613 -0.01 0.05 -0.03
C -3.8637 1.0463 3.3891 -0.01 -0.03 -0.05
N -3.8044 0.4240 2.0721 -0.12 -0.12 0.07
C -4.0792 -1.0061 2.0866 0.02 0.05 0.03
C -2.7721 0.8300 1.2411 0.06 0.40 0.06
N -1.8783 0.0858 0.7397 -0.49 -0.35 0.56
N -2.8320 2.1936 0.9630 0.14 0.03 -0.20
C -1.8685 2.9210 0.2538 -0.04 -0.45 0.46
N -2.3341 4.1119 -0.2424 0.05 0.23 -0.49
N -0.6606 2.4988 0.1830 -0.17 -0.03 -0.29
H -3.1595 0.5712 4.0837 0.00 0.00 0.03
H -4.8722 0.9460 3.7923 -0.01 -0.01 -0.01
H -3.6156 2.1024 3.3229 0.01 0.01 -0.01
H -5.0379 -1.1626 2.5805 -0.01 0.00 0.01
H -3.3149 -1.5710 2.6390 0.00 -0.02 0.00
H -4.1533 -1.3808 1.0661 0.01 0.03 -0.01
H -1.9331 -0.8652 1.0938 0.02 0.02 -0.04
H -3.7811 2.5184 0.8838 -0.01 0.02 -0.03
H -3.3414 4.1573 -0.2981 -0.01 -0.01 -0.02
H -1.9531 4.2745 -1.1871 -0.04 -0.08 0.19
H -0.0963 3.1764 -0.3238 0.04 0.01 0.03
O 0.5453 1.9178 -4.4669 0.15 0.07 -0.17
C -0.0307 1.5706 -3.4633 -0.40 -0.21 0.33
O 0.2272 0.5248 -2.7301 0.60 0.50 -0.85
C -1.2302 2.3676 -2.8491 -0.07 -0.15 -0.03
O -1.3908 3.5690 -3.0582 -0.01 0.11 0.10
O -1.9484 1.6388 -2.0694 0.02 0.29 0.01
Cl -4.6805 -3.6490 -0.7925 0.28 0.14 -0.14
C -3.1306 -3.0960 -1.3386 -0.15 0.04 0.37
Cl -3.1343 -4.1067 -3.8873 0.02 -0.05 0.00
C -2.8918 -1.6620 -1.3946 0.36 -0.32 0.10
O -3.7768 -0.8239 -1.2991 -0.17 0.14 0.02
O -1.5882 -1.3686 -1.4683 -0.80 -0.05 -0.07
H -2.3216 -3.7827 -1.1667 -0.01 -0.06 -0.17
```
Positions in Å, forces in eV/Å.

Values from the calculation:
Relative energy (zero: lowest compared OMol25 entry of this formula, charge and spin) in kcal per mole: 0.0
Net charge: -2
M in g mol⁻¹: 640.569
Multiplicity: 3
HOMO-LUMO gap (spin up / spin down) in Eh: 0.20695 / 0.23831
Highest occupied orbital energy (spin up / spin down) in eV: -1.675 / -2.531

Record 3
Entry from the Open Molecules 2025 dataset: a molecular structure, C18H39CuGeN3O3PTe4 (ωB97M-V with the def2-TZVPD basis set).

XYZ file:
```
70
Properties=species:S:1:pos:R:3:forces:R:3
Cu -0.5124 0.3496 -0.9439 -0.33 -0.05 -0.22
C -1.2063 -3.8280 -0.4227 -0.05 -0.05 0.05
C -0.6071 -2.9588 -1.5189 0.12 -0.03 0.11
C -1.7145 -2.2443 -2.2848 -0.05 0.04 -0.04
C 0.1976 -3.8273 -2.4863 0.04 0.03 0.00
O 0.2042 -1.9751 -0.8585 -0.14 0.01 0.05
Ge 1.9073 -1.4702 -1.4482 0.56 -0.22 -0.52
O 2.4322 -0.3970 0.0775 0.10 -0.30 0.18
C 3.7126 -0.6404 0.7168 -0.05 0.06 0.00
C 4.7057 -1.3152 -0.2338 -0.02 0.04 -0.07
C 3.5306 -1.5193 1.9485 -0.01 -0.06 0.01
C 4.2772 0.7168 1.1184 -0.03 0.04 0.04
O 1.0642 0.0508 -2.1951 -0.29 0.25 -0.24
C 1.6360 1.0056 -3.0950 0.03 -0.06 0.11
C 0.4864 1.6647 -3.8411 -0.07 0.03 -0.05
C 2.5518 0.2962 -4.0875 0.05 -0.03 0.00
C 2.4124 2.0447 -2.2963 -0.03 0.08 0.02
H -1.9040 -4.5596 -0.8367 0.01 0.01 0.01
H -1.7436 -3.2009 0.2925 0.00 -0.01 -0.01
H -0.4176 -4.3611 0.1108 0.00 0.02 0.00
H -2.3341 -2.9624 -2.8273 -0.01 0.02 0.01
H -1.2851 -1.5405 -3.0024 0.00 -0.01 0.01
H -2.3545 -1.6912 -1.5914 0.02 0.01 -0.01
H -0.4438 -4.5985 -2.9169 -0.03 0.01 0.03
H 1.0279 -4.3162 -1.9745 0.00 0.01 -0.01
H 0.6045 -3.2326 -3.3077 0.00 -0.02 0.01
H 4.4288 -2.3461 -0.4501 -0.01 0.00 -0.02
H 5.6978 -1.3187 0.2219 -0.03 0.02 0.04
H 4.7677 -0.7750 -1.1813 0.02 0.00 0.01
H 3.0609 -2.4672 1.6746 0.01 0.01 0.00
H 2.9050 -1.0299 2.6944 0.00 0.01 0.02
H 4.4995 -1.7333 2.4046 0.00 -0.01 -0.01
H 4.3186 1.3824 0.2552 0.02 -0.01 -0.01
H 5.2869 0.6047 1.5192 -0.03 0.02 0.02
H 3.6616 1.1843 1.8897 -0.01 -0.01 0.00
H -0.0658 0.9229 -4.4232 0.01 0.01 0.02
H 0.8557 2.4399 -4.5158 -0.02 -0.02 0.00
H -0.2030 2.1268 -3.1301 0.03 0.01 -0.01
H 2.0106 -0.5066 -4.5923 0.01 0.01 0.00
H 3.4163 -0.1398 -3.5825 -0.01 0.00 -0.01
H 2.9177 0.9968 -4.8407 -0.02 0.01 0.02
H 1.7473 2.5519 -1.5905 0.02 -0.02 -0.02
H 2.8599 2.7918 -2.9565 -0.01 -0.01 0.02
H 3.2023 1.5620 -1.7221 0.03 -0.01 0.00
Te 1.0347 2.4935 1.8898 0.15 0.14 0.09
Te -1.3628 2.8508 3.1702 -0.17 0.14 0.00
Te -1.9961 0.1979 3.0520 0.22 0.00 0.03
Te 0.3398 -0.1056 1.4095 -0.17 -0.21 0.42
C -3.7855 3.9850 -2.5388 0.03 -0.06 0.03
N -3.2476 4.1365 -1.1881 0.04 -0.05 0.00
C -4.2898 3.7891 -0.2216 0.03 -0.03 -0.02
N -4.8643 2.4595 -0.4272 0.01 -0.02 0.02
C -5.3654 2.3729 -1.7956 0.08 0.01 0.01
N -4.3557 2.6644 -2.8143 0.01 -0.03 0.00
C -3.3232 1.6255 -2.8435 0.00 0.02 0.03
P -2.4060 1.4943 -1.2394 0.21 0.19 0.04
C -2.0591 3.3014 -0.9974 -0.12 0.00 -0.07
C -3.8896 1.4052 -0.1355 -0.09 0.01 -0.14
H -2.9916 4.1847 -3.2610 0.00 0.01 -0.01
H -4.5749 4.7260 -2.6765 -0.02 0.01 0.01
H -5.0936 4.5227 -0.3116 -0.01 0.00 -0.01
H -3.8714 3.8446 0.7847 0.00 0.00 0.00
H -6.1734 3.0986 -1.9073 -0.01 0.01 0.01
H -5.7682 1.3731 -1.9687 0.00 0.00 0.00
H -2.6159 1.8276 -3.6505 0.00 0.03 -0.01
H -3.7897 0.6606 -3.0570 -0.01 -0.02 -0.03
H -1.2775 3.6167 -1.6923 0.01 0.01 -0.02
H -1.6658 3.4327 0.0133 -0.02 0.03 0.01
H -3.5552 1.4798 0.8970 0.00 0.02 0.07
H -4.3655 0.4281 -0.2485 -0.01 -0.02 0.01
```
Positions in Å, forces in eV/Å.

Values from the calculation:
Relative energy (zero: lowest compared OMol25 entry of this formula, charge and spin) in kcal per mole: 0.3
M in g mol⁻¹: 1023.058
HOMO-LUMO gap in Eh: 0.20643
Highest occupied orbital energy in eV: -6.819

Among the records above, which one has the lowest M? C18H39Cl2N5O7Si3Ti

Among the records above, which one has the lowest M? C18H39Cl2N5O7Si3Ti

What is the M in the first record? 1200.391 g mol⁻¹

Which formula does entry 2 have? C18H39Cl2N5O7Si3Ti